Record 1
{"formula": "C6H12N", "method": "ωB97M-V/def2-TZVPD", "e_homo_ev": -14.82, "orbital_gap_ev": 11.07, "total_charge": 1, "species": ["C", "C", "C", "C", "C", "C", "N", "H", "H", "H", "H", "H", "H", "H", "H", "H", "H", "H", "H"], "coordinates": [[-0.038, -0.269, -1.695], [0.556, 1.558, -0.204], [1.144, 0.600, -1.204], [-0.503, -0.712, -0.292], [-1.860, -0.338, 0.199], [1.239, -0.395, 1.502], [0.524, 0.111, 0.389], [-0.785, 0.373, -2.208], [0.149, -1.089, -2.431], [1.354, 2.190, 0.351], [-0.410, 1.977, -0.395], [2.100, 0.437, -1.598], [-0.266, -1.687, -0.077], [-2.216, 0.593, -0.094], [-1.716, -0.774, 1.257], [-2.689, -0.931, -0.370], [1.475, -1.407, 1.313], [2.130, 0.224, 1.733], [0.428, -0.340, 2.365]], "forces_ev_per_a": [[-0.7864, 0.0426, -1.4760], [3.2447, -1.4377, 1.1621], [-4.2084, -1.2990, 2.4095], [-0.0803, 3.0422, -2.0806], [-0.8654, -4.6370, 0.1923], [-1.4361, 1.6172, 2.8928], [1.6033, 2.8712, -3.5718], [0.3180, -0.2864, 0.2881], [0.3330, 0.6123, 0.8815], [-1.7709, -1.0039, -0.9004], [-0.3322, 0.3184, 0.0556], [1.6172, 0.2535, 0.1879], [0.4541, -2.4500, 0.2714], [0.0018, 2.3123, 0.7067], [-1.6308, 1.6404, -1.0445], [1.6170, 0.1803, 1.2367], [0.5203, -1.0713, -0.0446], [-0.6520, -0.4933, 0.0070], [2.0528, -0.2119, -1.1736]], "mulliken_charge": [-0.4908, -0.3730, -0.1416, -0.2890, -1.2091, -0.7356, 0.2169, 0.2936, 0.3329, 0.2775, 0.2096, 0.3997, 0.5084, 0.3683, 0.3281, 0.3620, 0.3067, 0.3432, 0.2923]}

Record 2
{"formula": "C6H12N", "method": "ωB97M-V/def2-TZVPD", "e_homo_ev": -14.64, "orbital_gap_ev": 11.87, "total_charge": 1, "species": ["C", "C", "C", "C", "C", "C", "N", "H", "H", "H", "H", "H", "H", "H", "H", "H", "H", "H", "H"], "coordinates": [[-0.644, -0.865, 0.001], [0.649, -0.860, 0.003], [-2.012, -1.345, -0.001], [2.018, -1.336, 0.002], [-0.005, 1.279, 1.220], [-0.001, 1.276, -1.220], [-0.002, 0.476, 0.001], [-2.548, -0.976, 0.874], [-2.016, -2.432, 0.011], [-2.538, -0.996, -0.890], [2.025, -2.424, -0.024], [2.543, -0.997, 0.896], [2.555, -0.954, -0.868], [0.886, 1.905, 1.256], [-0.886, 1.921, 1.241], [-0.019, 0.630, 2.094], [0.891, 1.902, -1.254], [-0.011, 0.625, -2.092], [-0.881, 1.918, -1.246]], "forces_ev_per_a": [[1.6124, -0.1456, 0.0050], [-1.6282, -0.1695, -0.0051], [-0.4902, -0.0954, -0.0066], [0.5072, -0.0915, 0.0081], [-0.0027, 0.3337, 0.6791], [-0.0009, 0.3322, -0.6810], [0.0088, 0.1267, 0.0028], [-0.0066, -0.0222, 0.0309], [-0.0121, -0.0075, 0.0001], [-0.0085, -0.0218, -0.0277], [0.0136, 0.0112, 0.0009], [-0.0012, -0.0262, 0.0134], [0.0018, -0.0296, -0.0199], [-0.0083, -0.0225, -0.0715], [0.0092, -0.0260, -0.0707], [0.0034, -0.0499, -0.0869], [-0.0093, -0.0218, 0.0717], [0.0028, -0.0487, 0.0868], [0.0088, -0.0255, 0.0707]], "mulliken_charge": [0.5364, 0.5486, -1.2397, -1.2387, -0.9529, -0.9550, 0.1208, 0.3399, 0.3320, 0.3381, 0.3324, 0.3371, 0.3397, 0.3480, 0.3487, 0.3833, 0.3498, 0.3827, 0.3491]}

Record 3
{"formula": "C6H12N", "method": "ωB97M-V/def2-TZVPD", "e_homo_ev": -13.98, "orbital_gap_ev": 10.84, "total_charge": 1, "species": ["C", "C", "C", "C", "C", "C", "N", "H", "H", "H", "H", "H", "H", "H", "H", "H", "H", "H", "H"], "coordinates": [[0.248, 1.654, -0.152], [-0.714, 0.787, 0.127], [1.710, 1.138, 0.072], [0.082, -0.695, 0.427], [-2.219, 0.807, -0.104], [-0.332, -2.020, -0.153], [1.510, -0.360, 0.114], [0.140, 2.664, -0.312], [2.256, 1.556, -0.807], [2.282, 1.377, 0.964], [0.123, -0.794, 1.554], [-2.631, 1.760, -0.265], [-2.690, 0.284, 0.785], [-2.396, 0.220, -1.034], [0.631, -2.368, -0.540], [-0.938, -1.857, -1.045], [-0.816, -2.746, 0.421], [1.769, -0.567, -0.823], [1.986, -0.838, 0.770]], "forces_ev_per_a": [[1.4068, -1.9965, 2.1871], [1.1777, -2.8260, -1.0873], [-1.3694, 1.1957, -0.3943], [-2.1542, 2.5954, 2.5787], [1.2092, -2.5239, 0.9210], [1.1584, 1.5271, -2.6551], [-2.4773, 3.0918, -3.0997], [-0.3988, 2.1142, -0.6266], [0.1860, -1.2315, 0.5610], [-0.4788, 0.6258, 0.2210], [-0.2905, 0.2203, -1.0265], [-0.3248, 1.3437, 0.0754], [0.1895, 0.6729, -1.2017], [-0.0992, 0.1710, 0.7308], [-0.3818, -0.9850, 0.0067], [-0.0757, -0.0367, -0.0518], [-0.4566, -0.7291, 1.3579], [0.1786, -1.4306, -0.9538], [3.0010, -1.7985, 2.4573]], "mulliken_charge": [-0.4745, 0.3268, -0.7031, 0.1855, -1.2357, -1.1550, -0.1218, 0.4932, 0.3641, 0.3379, 0.3178, 0.4039, 0.3089, 0.2903, 0.3020, 0.3218, 0.3530, 0.3637, 0.3210]}

Record 4
{"formula": "C6H12N", "method": "ωB97M-V/def2-TZVPD", "e_homo_ev": [-12.44, -13.59], "orbital_gap_ev": [5.93, 7.97], "total_charge": 1, "species": ["C", "C", "C", "C", "C", "C", "N", "H", "H", "H", "H", "H", "H", "H", "H", "H", "H", "H", "H"], "coordinates": [[-1.199, 1.292, -1.484], [1.174, 0.095, -0.919], [-0.051, -0.264, -0.170], [2.120, -0.964, -1.187], [0.378, -0.283, 1.304], [-2.232, 0.955, 0.583], [-1.128, 0.673, -0.393], [-2.049, 1.941, -1.626], [1.255, 1.153, -1.190], [-0.373, -1.249, -0.451], [1.761, -2.036, -1.309], [2.892, -1.020, -0.356], [2.638, -0.563, -2.201], [1.159, -0.958, 1.574], [-0.414, -0.442, 1.969], [0.905, 0.558, 1.710], [-2.107, 1.496, 1.463], [-2.896, 0.088, 0.866], [-2.995, 1.509, -0.009]], "forces_ev_per_a": [[1.7154, -0.2058, -2.3154], [-2.2361, -0.0913, -0.0101], [0.8078, 0.4899, 1.2810], [2.0233, 0.1411, -2.3464], [1.2708, 0.1677, 0.2066], [-3.1843, -1.8075, -1.6594], [-1.5439, 0.6481, 2.0861], [-0.0824, 0.3261, -0.1004], [0.5754, -0.3406, 0.2185], [-0.3635, -0.5141, -0.1274], [-0.0447, 1.5876, 0.1476], [-0.4402, 0.4311, -0.9775], [-0.5803, -1.3715, 2.3365], [0.1707, -1.5306, -0.4652], [-1.4890, -0.4847, 0.7719], [-0.2209, 1.5721, -0.5128], [1.4359, 0.9580, 1.3593], [1.3908, 0.0881, -0.3114], [0.7952, -0.0637, 0.4185]], "mulliken_charge": [-0.3888, -0.1460, 0.5875, -1.1758, -1.6018, -0.8848, 0.1934, 0.2549, 0.4473, 0.2448, 0.3347, 0.3490, 0.3588, 0.4762, 0.4528, 0.4740, 0.3771, 0.3573, 0.2894]}

Record 5
{"formula": "C6H12N", "method": "ωB97M-V/def2-TZVPD", "e_homo_ev": -15.21, "orbital_gap_ev": 9.93, "total_charge": 1, "species": ["C", "C", "C", "C", "C", "C", "N", "H", "H", "H", "H", "H", "H", "H", "H", "H", "H", "H", "H"], "coordinates": [[1.197, -0.690, -2.368], [1.408, -0.369, -1.002], [-0.104, -0.804, -2.633], [0.136, -0.728, 1.736], [-1.071, 1.380, 1.054], [0.206, 0.564, 0.918], [0.404, 0.247, -0.499], [1.980, -0.810, -3.094], [2.266, -0.645, -0.407], [-0.902, -0.915, -1.923], [-0.419, -0.990, -3.654], [0.025, -0.485, 2.789], [-0.723, -1.323, 1.439], [1.034, -1.326, 1.619], [-1.940, 0.784, 0.784], [-1.043, 2.273, 0.434], [-1.196, 1.699, 2.084], [1.064, 1.157, 1.258], [-0.324, 0.618, -1.100]], "forces_ev_per_a": [[-0.4219, -0.0276, -0.2902], [-0.3604, 0.1637, -0.0533], [-0.2563, -1.4742, -2.6205], [0.0109, 0.2287, -0.1164], [0.2264, 0.0147, -0.0757], [-0.0871, -0.1009, 1.0422], [0.5827, 1.2610, 2.0401], [0.1212, 0.0103, -0.0931], [-0.0173, 0.0509, 0.2120], [0.0168, 0.0426, 0.1810], [0.0031, 0.0559, -0.0417], [0.0276, 0.0244, 0.0785], [-0.1082, -0.0814, -0.0607], [0.1296, -0.0946, 0.0342], [-0.1222, -0.0828, -0.0452], [-0.0084, 0.1232, -0.0605], [0.0008, 0.0065, 0.0861], [-0.0842, -0.0488, -0.1785], [0.3469, -0.0716, -0.0386]], "mulliken_charge": [-0.3925, 0.1663, -0.7503, -1.2661, -1.5275, 0.2981, -0.1333, 0.4080, 0.4607, 0.3979, 0.2873, 0.3864, 0.3445, 0.4069, 0.4162, 0.4295, 0.4083, 0.2264, 0.4332]}

Record 6
{"formula": "C6H12N", "method": "ωB97M-V/def2-TZVPD", "spin_multiplicity": 3, "s2": 2.0367, "e_homo_ev": [-10.20, -14.13], "orbital_gap_ev": [6.47, 9.09], "total_charge": 1, "species": ["C", "C", "C", "C", "C", "C", "N", "H", "H", "H", "H", "H", "H", "H", "H", "H", "H", "H", "H"], "coordinates": [[0.324, 0.272, 0.338], [-0.414, 1.426, 0.102], [-0.512, -0.732, 1.190], [1.682, 0.005, 0.269], [-0.935, -1.197, -0.037], [-2.353, -0.931, -0.604], [2.525, 0.893, -0.468], [-0.133, 2.528, -0.049], [-1.389, 1.233, -0.233], [0.175, -1.391, 1.681], [-1.338, -0.187, 1.602], [2.044, -0.848, 0.860], [-0.261, -1.850, -0.562], [-2.942, -0.085, -0.152], [-2.813, -1.871, -0.503], [-2.139, -0.773, -1.665], [3.382, 0.417, -0.728], [2.920, 1.632, 0.210], [2.177, 1.460, -1.251]], "forces_ev_per_a": [[0.3958, -1.2358, 2.3052], [0.4742, 3.7384, -1.5583], [1.7702, 1.8282, 0.5393], [-2.5778, -0.5591, 0.5324], [-2.2846, -1.2123, -3.4611], [2.5939, 1.0284, -0.0912], [2.6851, 2.0440, 1.6912], [0.2267, -1.9936, 0.3126], [-1.3098, 0.1930, 0.0699], [-0.2184, -0.2450, 1.2722], [0.1670, -0.0739, 1.5628], [0.7391, 0.6858, -0.8014], [-0.3155, -0.4548, -0.3602], [0.7237, -1.0642, -0.3454], [-1.2608, -1.0747, 0.0721], [-0.7749, 0.2149, -0.0955], [0.2056, -0.2256, -0.6984], [-0.7043, -0.8807, -0.9783], [-0.5352, -0.7129, 0.0321]], "lowdin_spin": [0.1576, 0.6006, 0.1170, 0.3856, 0.4326, 0.0540, 0.0658, 0.0308, 0.0356, 0.0202, 0.0071, 0.0173, 0.0169, 0.0004, 0.0199, 0.0077, 0.0048, 0.0201, 0.0060]}

How do the records compare in energy relative to the best compared isomer or geometry (same formula, charge and spin)? In the order shown, they have 3.192; 1.933; 1.647; 5.553; 1.219; 1.194 eV.